Record 1
The following is a DFT calculation (ωB97M-V/def2-TZVPD) of an isolated molecule of CH2ClO2P at a distorted geometry.

Each line ends with the Löwdin charge.
Element x y z (Å)
O  -1.05627  1.40887  -0.27035  0.026
C  -1.09638  0.24423  -0.10066  -1.068
Cl  -2.54571  -0.63123  -0.22777  0.769
O  -0.04616  -0.59758  0.22814  -0.460
P  1.39836  0.31243  0.48389  0.910
H  1.52087  0.22094  -0.88098  -0.084
H  1.82529  -0.95766  0.76773  -0.093

Properties
- total charge = 0
- energy relative to the best compared isomer or geometry (same formula, charge and spin) (eV) = 0.732
- LUMO level (eV) = 0.28

Record 2
The following is a DFT calculation (ωB97M-V/def2-TZVPD) of a cluster of 2 separate species, CH3NO3P in total at a distorted geometry.

Each line ends with the Löwdin charge.
Element x y z (Å)
C  1.51279  1.56605  -0.86631  -0.039
N  -0.35243  -1.34430  1.28779  -0.298
O  -1.99493  0.66008  0.80512  -0.467
O  2.67534  1.19568  -0.56876  -0.087
O  -1.41296  -1.25427  -0.90427  -0.368
P  -0.95120  -0.24465  0.33650  0.255
H  1.36288  2.47659  -1.57199  0.059
H  0.31879  -0.92292  1.92046  -0.091
H  -1.15828  -2.13226  -0.43854  0.036

Properties
- spin multiplicity = 3
- total charge = -1
- energy relative to the best compared isomer or geometry (same formula, charge and spin) (eV) = 1.262
- LUMO level (alpha / beta) (eV) = 3.58 / 2.49

Record 3
The following is a DFT calculation (ωB97M-V/def2-TZVPD) of a structure of composition C36H99N9O9 at a distorted geometry.

Each line ends with the Löwdin charge.
Element x y z (Å)
C  2.86030  -0.59822  -4.17304  -0.042
C  2.80212  -2.11180  -4.18317  -0.400
C  1.96122  -2.72361  -3.00553  -0.140
O  2.72926  -2.77217  -1.76556  -0.301
C  3.82275  -3.56857  -1.62323  -0.115
N  2.26876  -2.65668  -5.45027  0.032
H  3.72416  -0.30111  -4.76766  0.078
H  2.76993  -0.10765  -3.20388  0.073
H  2.08035  -0.23633  -4.84297  0.079
H  3.80922  -2.52848  -4.16808  0.111
H  1.73235  -3.77670  -3.16898  0.129
H  1.08177  -2.09699  -2.85715  0.096
H  4.26735  -3.57392  -2.61842  0.089
H  3.57966  -4.59047  -1.33216  0.094
H  4.49874  -3.14051  -0.88302  0.079
H  2.30719  -3.66563  -5.42508  0.065
H  2.85836  -2.48034  -6.25112  0.070
C  4.20498  -3.09971  1.39613  -0.050
C  3.40862  -3.64061  2.51507  -0.495
C  2.02839  -3.12996  2.60521  -0.197
O  2.17087  -1.70612  2.74306  -0.162
C  0.98881  -0.90547  2.93677  -0.079
N  3.59035  -5.02763  2.45741  0.052
H  4.36354  -2.02690  1.50580  0.092
H  3.65257  -3.23031  0.46560  0.038
H  5.16373  -3.61039  1.30608  0.105
H  3.89876  -3.33668  3.44000  0.142
H  1.42701  -3.49755  3.43666  0.145
H  1.55077  -3.45765  1.68185  0.011
H  0.76270  -0.66596  3.97581  0.096
H  0.10827  -1.42423  2.55780  0.059
H  1.15488  -0.00178  2.35038  0.050
H  3.58296  -5.25661  1.47373  0.070
H  2.87221  -5.58123  2.90227  0.081
C  1.60359  5.62441  7.16133  -0.067
C  0.69062  5.77662  5.89530  -0.349
C  0.93820  4.57955  4.94212  -0.210
O  -0.25529  4.02278  4.41271  -0.080
C  -0.11079  3.05123  3.46994  -0.251
N  -0.67696  5.84321  6.51827  0.035
H  1.57702  6.60373  7.63917  0.072
H  2.63827  5.40989  6.89390  0.069
H  1.25023  4.94338  7.93556  0.077
H  0.86359  6.69633  5.33645  0.132
H  1.45012  3.77285  5.46677  0.107
H  1.60913  4.76470  4.10326  0.096
H  0.45073  3.42902  2.61550  0.084
H  -1.06502  2.74625  3.04038  0.109
H  0.42793  2.13872  3.72530  0.104
H  -1.32354  5.66843  5.76230  0.056
H  -0.72761  4.94954  6.98611  0.059
C  -3.39431  1.26346  2.14444  -0.044
C  -3.52299  1.93589  0.77416  -0.359
C  -4.47558  3.22089  0.75237  -0.119
O  -5.63072  2.87902  1.61223  -0.215
C  -6.36532  4.07618  1.95238  -0.110
N  -2.18959  2.28377  0.29584  0.028
H  -4.34911  0.89042  2.51497  0.076
H  -2.89959  1.92726  2.85346  0.073
H  -2.84921  0.31964  2.13153  0.061
H  -3.84352  1.13059  0.11321  0.130
H  -4.75942  3.49509  -0.26367  0.091
H  -3.96598  4.05242  1.23917  0.115
H  -6.67991  4.58020  1.03854  0.078
H  -5.82254  4.79186  2.56987  0.080
H  -7.26040  3.75692  2.48624  0.082
H  -2.39556  2.59454  -0.64283  0.036
H  -1.53989  1.51544  0.20835  -0.222
C  0.78528  -2.05231  -0.96117  -0.087
C  0.27104  -1.06447  0.08077  -0.338
C  -0.33420  0.25201  -0.41574  0.002
O  -0.88884  0.96182  0.81905  -0.162
C  0.03059  1.95130  1.39866  -0.076
N  -0.60182  -1.91756  0.92679  0.040
H  -0.02713  -2.42879  -1.58274  0.043
H  1.26057  -2.92854  -0.52023  0.060
H  1.65212  -1.69153  -1.51481  0.067
H  1.12790  -0.82608  0.71089  0.067
H  -1.19564  0.10253  -1.06664  0.149
H  0.43989  0.91802  -0.79695  0.091
H  -0.00210  2.94002  0.94098  0.099
H  1.03446  1.52669  1.39208  0.078
H  -0.23884  2.19369  2.42664  -0.040
H  -1.17804  -2.31849  0.20063  0.083
H  -1.13497  -1.28283  1.50382  0.069
C  0.60772  -4.35929  0.81661  -0.113
C  0.08271  -5.35339  -0.21647  -0.345
C  -1.09444  -4.74516  -1.03137  -0.241
O  -1.37130  -5.54679  -2.16657  -0.273
C  -1.77849  -6.87937  -1.96782  -0.059
N  1.14704  -5.79604  -1.09711  0.092
H  1.16113  -5.01965  1.48427  0.091
H  -0.17421  -3.96184  1.46370  0.103
H  1.10245  -3.48199  0.39987  0.030
H  -0.36623  -6.27091  0.16392  0.127
H  -0.92911  -3.70998  -1.32999  0.034
H  -1.98934  -4.67053  -0.41357  0.154
H  -2.62177  -6.94776  -1.28058  0.105
H  -1.01104  -7.41340  -1.40752  0.072
H  -1.73509  -7.48147  -2.87540  0.107
H  0.58748  -6.14758  -1.86092  0.059
H  1.63856  -5.01303  -1.50381  0.033
C  2.44555  3.11991  3.53074  -0.087
C  3.85493  2.57325  3.19815  -0.388
C  4.12626  2.12092  1.81128  -0.182
O  3.51271  0.81950  1.72450  -0.188
C  3.01198  0.52468  0.39035  -0.079
N  4.80316  3.64439  3.49870  0.038
H  1.70846  2.32583  3.65001  0.061
H  1.95187  3.84850  2.88768  0.096
H  2.41583  3.43498  4.57380  0.053
H  4.02689  1.73153  3.86900  0.145
H  5.15190  1.97587  1.47195  0.131
H  3.62510  2.80896  1.13044  0.124
H  2.23041  1.24688  0.15440  0.059
H  2.61980  -0.49162  0.42817  0.066
H  3.76309  0.54221  -0.39936  0.099
H  4.38085  4.06899  4.31200  0.057
H  5.71472  3.30997  3.77677  0.075
C  -3.54388  -2.31574  -6.57456  -0.068
C  -4.01060  -1.98259  -5.15181  -0.424
C  -3.03537  -1.98511  -3.96568  -0.143
O  -2.36522  -3.31409  -3.94480  -0.136
C  -1.46111  -3.50857  -2.85469  -0.172
N  -4.52182  -0.61209  -5.23581  0.030
H  -4.43411  -2.37816  -7.20042  0.077
H  -2.98148  -3.23931  -6.71178  0.076
H  -2.94788  -1.47413  -6.92754  0.071
H  -4.71757  -2.81010  -5.09257  0.135
H  -3.62235  -2.00619  -3.04748  0.116
H  -2.36378  -1.14043  -3.81218  0.117
H  -0.72657  -2.71570  -2.71363  0.066
H  -0.82907  -4.38582  -2.99276  0.104
H  -1.98875  -3.63571  -1.90942  0.076
H  -3.75278  -0.01488  -5.50418  0.061
H  -4.65431  -0.26078  -4.29819  0.052
C  -4.02033  3.29843  -3.25415  -0.059
C  -2.90969  4.34410  -3.16212  -0.370
C  -1.67261  4.25600  -2.21186  -0.200
O  -0.73263  3.22758  -2.56023  -0.165
C  0.28154  3.19153  -1.55912  -0.112
N  -2.34197  4.44542  -4.56526  0.026
H  -3.80101  2.25054  -3.45892  0.068
H  -4.73606  3.70595  -3.96812  0.084
H  -4.56138  3.22694  -2.31061  0.047
H  -3.37359  5.31622  -2.99514  0.129
H  -2.11869  3.93386  -1.27093  0.081
H  -1.24310  5.24598  -2.05832  0.127
H  0.71727  4.18106  -1.42105  0.098
H  1.04764  2.53082  -1.96491  0.094
H  -0.04436  2.90056  -0.56051  0.028
H  -2.15576  3.48808  -4.82781  0.055
H  -1.45831  4.88791  -4.35684  0.052

Properties
- total charge = 0
- energy relative to the best compared isomer or geometry (same formula, charge and spin) (eV) = 26.084
- LUMO level (eV) = 0.45

Record 4
The following is a DFT calculation (ωB97M-V/def2-TZVPD) of a structure of composition C37H33BrClHgN8O3S.

Each line ends with the Löwdin charge.
Element x y z (Å)
Hg  -0.05227  0.21030  0.13119  1.176
Br  -6.84530  -1.11873  3.64201  0.603
C  -5.17149  -1.15867  2.70943  -0.722
C  -4.79485  -2.30813  2.02688  -0.173
C  -3.58529  -2.29446  1.36164  -0.047
C  -2.70855  -1.18104  1.32025  -0.378
O  -1.63119  -1.30682  0.62477  -0.189
C  -3.10552  -0.01290  2.07374  -0.143
C  -2.35768  1.19855  2.26275  -0.117
N  -1.17288  1.52725  1.77052  -0.003
C  -0.60852  2.73101  2.04499  -0.246
C  -1.23794  3.80196  2.72233  -0.059
C  -0.58686  5.00632  2.95216  -0.137
C  0.71215  5.23901  2.54187  -0.104
C  1.39750  4.21104  1.85034  -0.183
C  2.71042  4.35813  1.36372  -0.053
C  3.33566  3.32780  0.69582  -0.088
C  2.63784  2.13324  0.51959  -0.161
N  1.40648  1.97135  0.96708  0.045
C  0.75588  2.96060  1.60664  -0.159
C  -4.35272  -0.05483  2.73778  -0.126
H  -5.42878  -3.18585  2.01685  0.083
H  -3.23410  -3.17458  0.83402  0.087
H  -2.85023  1.89731  2.93789  0.083
H  -2.26994  3.71587  3.02821  0.075
H  -1.13257  5.79546  3.46085  0.086
H  1.20656  6.18739  2.71726  0.081
H  3.21865  5.30432  1.52133  0.098
H  4.34140  3.43069  0.30809  0.087
H  3.07256  1.28444  0.00325  0.099
H  -4.66451  0.82195  3.29361  0.091
Cl  0.16410  -6.84659  -0.98721  0.567
C  0.54830  -5.23043  -0.41759  -0.705
C  0.46236  -4.94048  0.95065  -0.130
C  0.74600  -3.68020  1.39975  -0.016
C  1.12174  -2.60963  0.52066  -0.419
O  1.36053  -1.45189  0.98319  -0.142
C  1.20951  -2.95129  -0.87594  -0.147
C  1.61728  -2.01614  -1.89960  -0.125
N  1.93483  -0.78610  -1.74010  0.090
C  2.43805  -0.10424  -2.86041  -0.208
C  3.39512  -0.68163  -3.69305  -0.050
C  3.97537  0.02038  -4.74390  -0.123
C  3.58101  1.32433  -4.97947  -0.081
C  2.62936  1.93632  -4.16780  -0.168
C  2.13069  3.27554  -4.46459  -0.053
C  1.22599  3.87925  -3.69659  -0.074
C  0.73314  3.22644  -2.46452  -0.377
N  1.22730  1.88517  -2.20005  -0.160
C  2.07077  1.24249  -3.07574  -0.129
C  0.91912  -4.25700  -1.30500  -0.123
H  0.16018  -5.71716  1.64298  0.093
H  0.65842  -3.43386  2.45023  0.111
H  1.64034  -2.44266  -2.91373  0.119
H  3.72372  -1.68876  -3.46625  0.101
H  4.73156  -0.45038  -5.36036  0.084
H  3.99934  1.88776  -5.80758  0.096
H  2.50190  3.75984  -5.36255  0.100
H  0.83044  4.85634  -3.94840  0.100
H  0.82488  3.85903  -1.57117  0.117
H  0.98608  -4.48910  -2.36289  0.103
C  -4.52545  0.26503  -2.07430  -0.082
N  -4.63629  -1.13204  -2.48624  -0.203
C  -5.19938  -1.26528  -3.81770  -0.102
C  -3.39738  -1.83547  -2.36601  -0.469
N  -2.30832  -1.19671  -2.51394  0.189
N  -3.55284  -3.19737  -2.17859  -0.149
C  -2.34852  -3.97747  -1.97616  -0.071
C  -4.74802  -3.77024  -1.59165  -0.077
H  -5.52720  0.70186  -2.08020  0.078
H  -3.86869  0.84748  -2.72842  0.065
H  -4.12782  0.31101  -1.06223  0.085
H  -4.58837  -0.74885  -4.57364  0.085
H  -6.20571  -0.84020  -3.83284  0.075
H  -5.26525  -2.32079  -4.08750  0.075
H  -1.48444  -1.74674  -2.28465  0.026
H  -1.89056  -3.78600  -0.99930  0.081
H  -1.61180  -3.74881  -2.74764  0.083
H  -2.59257  -5.03791  -2.05072  0.082
H  -5.56328  -3.05706  -1.65302  0.079
H  -4.59984  -4.03263  -0.53912  0.065
H  -5.01703  -4.68293  -2.13460  0.077
O  -1.63243  3.34860  -1.20994  -0.546
S  -1.00883  2.58612  -2.31140  0.845
N  -0.04406  1.28410  -1.83046  -0.342

Properties
- spin multiplicity = 2
- total charge = -2
- energy relative to the best compared isomer or geometry (same formula, charge and spin) (eV) = 0.000
- LUMO level (alpha / beta) (eV) = 4.11 / 4.11

Question: Look up the energy relative to the best compared isomer or geometry (same formula, charge and spin) of the third one.
Answer: 26.084 eV